Version P
Molecular formula: C51H106N4O16S3
Method: DFT, ωB97M-V/def2-TZVPD

```
180
Properties=species:S:1:pos:R:3:lowdin_charge:R:1
S -3.4949 -2.9921 0.1709 0.887
S 3.8797 2.2659 -4.7499 0.824
S 2.9910 -2.5100 5.2324 0.810
O -0.5131 -4.9300 -0.8841 -0.026
O -2.0792 -2.8016 -0.2583 -0.556
O 1.9325 4.1784 2.9484 0.066
O 1.8906 -0.3575 -0.8804 0.074
O 5.3055 2.7488 -4.7538 -0.575
O 4.1659 -2.0708 6.0509 -0.556
O 1.6306 1.8367 -1.2701 0.142
O -1.1148 -1.2612 3.4878 -0.037
O 4.1591 4.3820 3.0757 0.076
O 1.0160 -0.0928 -5.8665 -0.023
O 2.8395 5.9777 3.9486 0.168
O -1.1375 3.9222 -0.3587 0.009
O 6.6828 -0.4724 0.4557 0.083
O 0.4441 0.7875 0.3252 0.031
O 5.7377 1.3590 -0.2701 0.048
O 4.5143 -0.0642 0.9582 0.147
N -2.5204 3.8372 0.0160 -0.097
N -0.3690 0.0770 -6.0400 -0.091
N 0.8073 -4.7032 -0.5194 -0.104
N -1.5643 -0.3695 4.5022 -0.094
C -3.5063 -3.5006 1.9344 -0.238
C -4.2015 -1.3193 0.3734 -0.240
C -1.1328 -1.6227 -4.4649 -0.038
C -0.5631 0.6426 -3.5803 -0.015
C -2.5842 0.2549 -4.9562 -0.127
C -0.7315 0.8727 4.5074 -0.470
C -5.3973 3.9304 0.2804 -0.158
C -1.0917 -0.1377 -4.7977 -0.489
C 3.4883 -2.1901 3.4967 -0.246
C -3.0143 6.2980 -0.2089 -0.024
C 2.9602 4.9403 3.3897 -0.562
C 1.3978 -3.9409 -2.7330 -0.039
C -4.6321 2.6560 -0.0279 -0.145
C -3.2894 2.8831 -0.7583 -0.503
C -0.0636 0.9972 -8.2175 -0.045
C 0.3429 -4.3682 1.8302 -0.032
C -4.4689 4.8043 1.1526 -0.137
C 3.9137 3.1261 2.4497 -0.119
C -2.1077 5.2851 1.8892 -0.020
C -3.0350 5.0275 0.6705 -0.507
C -2.0707 1.6852 -6.9669 -0.127
C 2.4290 2.9745 2.3779 -0.127
C 6.9086 1.2269 -1.0368 -0.124
C 1.1463 -5.2153 0.8375 -0.479
C 2.9228 3.4005 -3.7104 -0.258
C -3.6354 3.3051 -2.2061 -0.013
C -2.9715 -0.4443 4.8027 -0.498
C -0.5744 1.3194 -6.8035 -0.490
C 3.2336 -4.6702 -1.2327 -0.132
C -2.7599 1.8734 5.8354 -0.160
C 7.7327 0.2459 -0.1837 -0.089
C 2.5931 -4.8845 1.1649 -0.155
C -1.2449 1.7468 5.6722 -0.135
C 1.3800 -1.3192 0.0036 -0.121
C 3.5845 -5.2989 0.1046 -0.189
C 0.7264 0.4984 4.7700 -0.024
C 0.8521 -6.6905 1.1355 -0.023
C 5.5564 0.2110 0.4347 -0.568
C 3.0869 -4.3372 5.1454 -0.259
C -2.5730 1.5393 -0.7794 -0.034
C -3.3170 -1.8903 5.2191 -0.021
C 1.7022 -6.3646 -2.2409 -0.023
C -2.8258 1.6164 -5.6514 -0.183
C 0.1655 2.5660 -6.2555 -0.018
C -3.8894 -0.0342 3.6098 -0.018
C -0.9383 1.6620 3.1928 -0.006
C -3.3025 0.4681 5.9868 -0.155
C 1.3549 0.8419 -0.6702 -0.588
C 3.7408 0.8422 -3.6257 -0.260
C 1.7629 -4.9471 -1.6176 -0.474
C 0.2628 -0.5734 0.7332 -0.107
H 2.7771 -3.8112 1.2617 0.091
H 0.0171 3.3507 -6.9972 0.088
H -4.6819 0.6688 3.8979 0.087
H 2.7750 0.3359 -3.5657 0.035
H -1.5492 -1.9330 -3.5018 0.082
H -2.9472 2.4466 6.7421 0.117
H 1.0191 0.9490 -8.3270 0.080
H -3.6019 7.0817 0.2756 0.078
H -3.6621 -0.8701 1.2099 0.019
H 6.7390 0.8119 -2.0361 0.129
H -2.8259 0.0515 6.8843 0.121
H -4.3582 0.3988 6.2564 0.124
H 0.3483 -4.0123 -3.0174 0.073
H -1.0217 0.9493 2.3724 0.061
H -4.4202 4.3255 2.1385 0.112
H -5.1602 1.9248 -0.6499 0.119
H -0.4958 0.0672 -8.5922 0.085
H 4.4561 0.0984 -3.9806 0.049
H -3.4590 6.1035 -1.1868 0.075
H 0.3621 -4.7560 2.8543 0.085
H -4.3154 4.1548 -2.2063 0.070
H -2.5005 1.2371 0.2730 0.078
H -2.0183 4.3316 2.4035 0.064
H -4.4826 -0.8370 3.1653 0.061
H -2.8298 -2.1186 6.1660 0.089
H -0.6635 -1.9337 4.0137 0.108
H 2.9322 -5.3757 2.0800 0.117
H -2.5943 1.1557 -7.7577 0.123
H -5.2259 -1.3647 0.7518 0.064
H -4.0403 2.4222 -2.7080 0.076
H 2.5164 -2.2770 3.0092 0.017
H -3.8913 1.7854 -5.8136 0.113
H -1.8643 2.2428 3.1924 0.063
H 2.3757 -4.8115 4.4615 0.029
H 7.4310 2.1613 -1.2340 0.138
H 2.6060 -6.7558 -2.7089 0.083
H 1.2414 2.4843 -6.0992 0.051
H -3.0317 -0.4293 -5.6876 0.116
H 4.3641 2.9800 1.4681 0.123
H 3.6430 -6.3910 -0.0110 0.115
H -0.1821 -6.9539 0.9061 0.089
H -4.4545 2.0989 0.8975 0.110
H 0.2815 -0.7366 1.8087 0.092
H 1.1917 0.0935 3.8658 0.064
H -1.9854 2.7668 -7.0951 0.113
H -0.7354 -4.4524 1.6453 0.064
H -2.4271 6.1359 2.4968 0.090
H 3.8713 -5.0903 -2.0111 0.116
H -0.7668 1.3907 6.5904 0.123
H 1.3748 -7.3677 0.4485 0.062
H -4.5450 -3.5018 2.2678 0.060
H 0.8494 -6.5569 -2.8917 0.084
H 4.6019 -5.1039 0.4593 0.114
H -0.8146 3.1738 0.1604 0.078
H 0.8683 -2.1598 -0.4643 0.106
H -4.1923 -0.8262 -0.5919 0.034
H -2.4871 2.3582 -4.9222 0.082
H 1.6461 -2.9068 -2.4890 0.070
H -0.9336 -4.0471 -0.7774 0.043
H -4.3940 -2.0103 5.3521 0.091
H 1.5571 -7.0752 -1.4197 0.056
H 1.2722 -0.8871 -6.3481 0.112
H 2.7793 4.3865 -4.1516 0.056
H 2.0478 2.7117 1.3917 0.122
H -1.5819 1.6491 -1.2106 0.061
H 3.5338 -3.6194 -1.1628 0.117
H 3.8375 -1.1603 3.4355 0.043
H -0.1793 2.4431 3.1043 0.080
H 3.9336 1.0550 -2.5708 0.038
H -0.7899 2.7316 5.5181 0.126
H 1.2099 -7.0574 2.0972 0.086
H 4.0566 -4.6813 4.7826 0.056
H 0.5144 0.8237 -3.5999 0.063
H -3.3709 0.5543 2.8508 0.057
H 8.3623 0.7887 0.5229 0.133
H -1.7975 -2.1789 -5.1353 0.084
H -3.1597 2.3811 4.9558 0.103
H -1.0049 1.6328 -3.4445 0.071
H -1.1626 5.6898 1.5231 0.079
H -6.1864 3.6189 0.9680 0.109
H -5.7888 4.5479 -0.5248 0.108
H -3.1268 0.1872 -4.0147 0.112
H 2.8698 -4.7736 6.1196 0.047
H 0.9398 -0.1998 5.5734 0.077
H 3.3930 3.4794 -2.7346 0.054
H 8.3350 -0.4448 -0.7667 0.133
H -3.0436 -2.5593 4.4034 0.045
H -3.1197 0.7252 -1.2562 0.068
H -0.1509 -2.0987 -4.5317 0.069
H -0.2269 2.8342 -5.2726 0.073
H 4.3414 2.3959 3.1403 0.133
H -0.7460 0.1222 -2.6376 0.074
H -2.0321 6.7564 -0.3322 0.080
H 1.9536 -4.1825 -3.6439 0.090
H -2.7685 3.5488 -2.8259 0.077
H -4.9856 5.7431 1.3564 0.116
H 0.5597 -3.2999 1.8163 0.066
H -2.8683 -2.8344 2.5117 0.019
H 2.1373 -1.7044 0.6872 0.105
H 1.1456 1.5020 4.8943 0.088
H -0.4243 1.7512 -8.9253 0.084
H 1.9196 2.9690 -3.7082 0.027
H -0.6818 -0.9417 0.3294 0.107
H 4.3246 -2.8221 3.2141 0.062
H 2.1116 2.1506 3.0254 0.099
H -3.1949 -4.5434 1.9491 0.051
```

Results
HOMO energy ... -7.955 eV
Frontier orbital gap ... 8.07 eV
Molecular weight ... 1127.62 g/mol

***

Version Q
Molecular formula: C51H106N4O16S3
Method: DFT, ωB97M-V/def2-TZVPD

```
180
Properties=species:S:1:pos:R:3:lowdin_charge:R:1
S 7.0298 1.4941 -6.8415 0.828
S 3.3573 9.7989 -5.1259 0.834
S 1.7774 10.5122 4.4446 0.813
O 7.4519 6.6930 2.2780 0.144
O 0.9711 11.7106 3.9942 -0.582
O -1.1121 9.2350 9.0777 0.159
O -2.4138 8.2400 7.5286 0.028
O 3.4529 2.5945 8.1466 0.130
O 8.1166 6.5005 0.1688 0.104
O 4.1309 1.3409 9.9389 0.073
O 0.6383 -10.7525 5.1120 -0.002
O 7.2273 1.8366 -5.3797 -0.586
O -0.2291 -1.1394 -13.0506 -0.004
O 2.9813 0.3536 8.3096 0.049
O 4.5642 9.8003 -4.1926 -0.594
O -0.5729 7.1316 8.2092 0.050
O 3.2937 0.4773 -1.2766 -0.034
O 6.1058 6.0105 0.6081 0.068
O -5.7802 -2.0568 5.2352 -0.010
N -0.6258 -1.3171 -11.7261 -0.129
N -0.2534 -10.9146 4.0972 -0.134
N 2.5061 1.3849 -0.4435 -0.090
N -6.9202 -1.5991 4.7142 -0.141
C 3.0226 -0.5660 9.3575 -0.175
C -0.9267 -0.6391 -8.7935 -0.189
C -2.0679 -12.4004 3.1910 -0.102
C -0.9476 -9.6942 3.6571 -0.475
C 7.1297 -0.3471 -6.8765 -0.275
C 1.7795 2.2543 -2.6431 -0.043
C -7.2042 -3.3046 2.9494 -0.076
C -0.0053 -13.3155 4.1825 -0.046
C -7.5725 -0.4649 6.9022 -0.034
C -1.7520 -12.1783 5.6529 -0.029
C 1.7913 9.4772 -4.1209 -0.239
C 1.5969 -0.3004 -10.8072 -0.038
C -1.6481 -0.3637 -11.3578 -0.457
C -2.0168 -0.6514 -9.8060 -0.146
C -1.1107 6.3194 7.1831 -0.134
C -8.6705 0.2733 3.2172 -0.136
C 0.1208 -1.6696 -9.3313 -0.122
C -1.3101 8.2842 8.3792 -0.497
C 4.1502 -0.0807 10.2651 -0.076
C 1.6057 -0.1683 1.3948 -0.028
C -2.8304 -11.0971 2.6926 -0.162
C 0.1983 0.7454 -1.3268 -0.041
C 1.5145 9.4000 3.0380 -0.276
C 8.7037 1.7502 -7.5879 -0.252
C -1.9409 -9.8799 2.5038 -0.166
C -1.0040 -12.1666 4.3202 -0.497
C 7.2630 6.4566 1.1077 -0.630
C -1.3029 1.1184 -11.5973 -0.022
C 0.6924 3.0891 -0.3876 -0.117
C 3.9307 0.8412 1.5801 -0.045
C -2.9778 -0.6902 -12.1682 -0.042
C -8.7189 0.1782 4.7902 -0.135
C 3.4669 8.1731 -6.0570 -0.257
C 6.2788 5.6194 -0.7055 -0.144
C 0.5056 2.7615 1.1435 -0.163
C -2.3466 7.0279 6.7503 -0.129
C 3.4959 1.5545 8.7942 -0.518
C 1.3624 -2.7824 -11.1574 -0.047
C -7.3320 -0.2873 5.3570 -0.445
C -7.0569 -1.8005 3.2207 -0.451
C -5.8600 -1.3371 2.2395 -0.020
C 0.0416 -8.6543 3.0581 -0.044
C 1.3049 1.8486 -1.1715 -0.431
C 2.5352 1.0941 1.0341 -0.462
C -8.3774 -1.2172 2.6387 -0.119
C -1.8059 -9.0231 4.7800 -0.040
C 1.8527 2.2831 1.8049 -0.124
C 7.5453 6.3724 -1.1136 -0.082
C -6.2689 0.8434 5.0728 -0.030
C 0.5459 -1.4581 -10.8538 -0.463
C 3.5456 11.0189 4.5305 -0.244
H 1.8093 9.8074 2.0709 0.054
H -7.7410 0.5414 7.2860 0.077
H -0.3143 -2.0420 -13.3665 0.107
H 7.2724 7.3044 -1.6085 0.136
H -0.4956 0.3559 -8.6835 0.099
H -7.3935 -3.5702 1.9093 0.085
H 6.3797 4.5345 -0.6770 0.133
H 4.3261 -0.0940 1.1836 0.082
H -5.4903 -0.3779 2.6021 0.058
H 0.7144 -13.2266 4.9963 0.079
H -8.0342 1.0394 2.7742 0.091
H -1.3943 5.4195 7.7288 0.131
H -0.3881 6.0821 6.4023 0.135
H -0.3193 2.0638 1.2878 0.088
H -0.5568 0.9713 -2.0797 0.075
H 1.9116 -0.5404 2.3726 0.071
H -9.4967 -0.5212 5.0967 0.109
H 1.1296 4.0834 -0.4786 0.105
H 2.0122 8.4381 3.1604 0.042
H 2.5957 -0.6870 -10.6048 0.075
H -4.9468 -1.8865 2.4685 0.066
H 1.6812 0.2090 -11.7671 0.077
H 1.6796 2.0076 2.8452 0.111
H -0.3699 -2.6381 -9.4283 0.106
H -1.3515 -0.8710 -7.8168 0.111
H -0.4197 1.4052 -11.0265 0.065
H 8.2177 5.7977 -1.7505 0.137
H 2.0618 8.6544 -3.4592 0.043
H -0.3681 -7.6743 2.8134 0.084
H 0.4945 -0.2694 -1.5923 0.080
H 7.3639 -0.8223 -7.8291 0.049
H -2.8333 -12.2041 5.5179 0.078
H -2.4623 -1.6394 -9.6900 0.114
H 1.8679 -2.7949 -12.1230 0.073
H -2.7809 0.0611 -9.4953 0.115
H -1.4775 -11.3461 6.3012 0.071
H 1.5036 10.3524 -3.5383 0.045
H -3.0013 -0.4639 -13.2342 0.071
H -0.3024 3.3633 -0.7387 0.105
H 0.4762 -13.1417 3.2202 0.082
H 8.6881 1.5778 -8.6641 0.050
H 0.1719 3.7154 1.5518 0.097
H -8.9784 1.1213 5.2713 0.111
H 7.9546 -0.6798 -6.2465 0.051
H -1.3222 -8.9738 5.7556 0.075
H -3.3499 -11.2595 1.7482 0.103
H -3.6256 -10.8640 3.4006 0.094
H -2.4248 -8.9202 2.3223 0.125
H -2.8690 -13.0999 3.4299 0.113
H 2.4480 3.1151 -2.6346 0.070
H -9.6798 0.5066 2.8781 0.090
H -1.4861 -12.8255 2.3732 0.101
H -1.4947 -12.9905 6.3327 0.079
H -8.4663 -1.0624 7.0812 0.076
H 5.1016 -0.5871 10.1028 0.132
H -9.1961 -1.8540 2.9737 0.105
H 2.1239 -3.0183 -10.4141 0.079
H -5.2651 0.4688 5.2734 0.079
H -0.3424 0.5871 -0.3937 0.053
H 1.8077 -0.9798 0.6958 0.079
H -8.3509 -1.2567 1.5498 0.107
H -2.1996 1.6886 -11.3544 0.085
H -1.2832 -10.1077 1.6649 0.112
H 4.1501 10.1300 4.7107 0.048
H 0.5608 -9.0272 2.1751 0.079
H 0.6165 -3.5746 -11.2224 0.076
H -2.7609 -9.5016 4.9967 0.068
H 1.2831 0.4086 -10.0411 0.062
H -2.4807 7.3802 5.7275 0.130
H 3.7811 -0.2384 11.2785 0.128
H 0.9902 9.1406 -4.7790 0.041
H -3.8823 -0.1242 -11.9452 0.072
H -0.3882 -14.3344 4.1248 0.089
H 3.6273 11.7540 5.3311 0.049
H -6.7873 -0.9349 7.4944 0.072
H 3.9343 1.0715 -1.6742 0.089
H 2.1982 1.4650 -3.2674 0.072
H -2.1537 -8.0101 4.5774 0.078
H 2.0586 -0.6331 9.8617 0.127
H -6.2708 1.2141 4.0478 0.054
H 5.4123 5.8748 -1.3154 0.132
H -3.2719 6.5279 7.0364 0.127
H 4.6220 1.6456 1.3287 0.081
H -7.9246 -3.8515 3.5577 0.081
H 0.5567 0.1055 1.5084 0.057
H 0.8557 -8.4170 3.7430 0.072
H 0.4645 9.1202 2.9528 0.046
H 3.8251 11.5060 3.5963 0.050
H 3.1491 -1.6070 9.0603 0.130
H -6.0625 -2.7277 5.8611 0.112
H -6.5512 1.7487 5.6101 0.076
H 6.2127 -0.8135 -6.5162 0.044
H -3.2785 -1.7305 -12.0435 0.076
H 1.4858 -10.8767 4.6784 0.114
H -1.0696 1.2133 -12.6578 0.082
H 9.0599 2.6764 -7.1368 0.051
H 1.0099 2.6456 -3.3086 0.070
H -6.2640 -3.7864 3.2177 0.071
H 3.7285 7.3227 -5.4273 0.048
H 1.0486 -1.7730 -8.7687 0.112
H 2.5585 3.1052 1.9233 0.110
H 9.3156 0.9105 -7.2586 0.039
H 4.1853 8.1344 -6.8758 0.043
H 2.5030 7.9281 -6.5032 0.037
H -6.0618 -1.4469 1.1740 0.079
H 3.8709 0.8155 2.6681 0.086
```

Results
HOMO energy ... -8.167 eV
Frontier orbital gap ... 8.18 eV
Molecular weight ... 1127.62 g/mol

***

So which one wins? Going from most stable to least: version P, version Q.

***

Version P
Molecular formula: C5H13NO3
Method: DFT, ωB97M-V/def2-TZVPD

```
22
Properties=species:S:1:pos:R:3:lowdin_charge:R:1
O -0.3541 1.7640 -1.7164 0.120
O 0.5856 2.6897 0.1064 0.138
O -1.5111 1.8357 0.2671 -0.082
N -2.5850 1.2970 -0.5090 0.058
C -0.2599 2.0214 -0.4074 -0.609
C 0.4162 -0.6446 1.7376 -0.082
C 0.4541 -0.7905 0.2196 -0.499
C 0.0330 -2.1895 -0.2188 -0.086
C 1.8388 -0.4522 -0.3227 -0.083
H -0.9707 -2.4227 0.1307 0.074
H 1.8631 -0.5171 -1.4092 0.076
H -3.2571 0.9960 0.1932 0.094
H -0.3868 -0.0868 -0.1448 0.109
H 0.4479 2.0691 -2.1642 0.144
H -0.5673 -0.9082 2.1228 0.077
H -2.9952 2.0618 -1.0436 0.093
H 2.5722 -1.1515 0.0783 0.082
H 2.1399 0.5491 -0.0203 0.068
H 1.1537 -1.3001 2.1996 0.080
H 0.6024 0.3929 2.0100 0.075
H 0.0577 -2.2869 -1.3024 0.075
H 0.7227 -2.9264 0.1935 0.078
```

Results
HOMO energy ... -10.101 eV
Structure (SMILES) ... NOC(=O)O.CC(C)C
Frontier orbital gap ... 10.70 eV
Molecular weight ... 135.16 g/mol

***

Version Q
Molecular formula: C5H13NO3
Method: DFT, ωB97M-V/def2-TZVPD

```
22
Properties=species:S:1:pos:R:3:lowdin_charge:R:1
O 0.4923 1.5125 0.1515 0.094
O -1.9244 1.1330 -0.4110 -0.133
O -0.8225 0.7057 1.8264 0.097
N 2.7378 0.0730 1.0978 0.028
C 0.2677 0.6185 1.0910 -0.460
C 1.4925 0.1153 1.8272 -0.200
C -1.7548 0.0101 -0.9871 -0.354
C -0.1732 -1.3203 -0.0444 -0.044
C -1.1659 0.0013 -2.3733 -0.062
H 2.7306 -0.6547 0.3946 0.062
H 2.9186 0.9534 0.6312 0.076
H -0.4055 1.7244 -0.2576 0.104
H -1.0076 -1.0069 -2.7528 0.075
H -1.5684 0.9660 1.2063 0.110
H -0.3434 -1.7680 0.9332 0.026
H 1.2653 -0.8613 2.2507 0.124
H -0.6760 -1.9503 -0.7754 0.012
H -1.8630 0.5232 -3.0365 0.088
H -2.4565 -0.7912 -0.7378 0.121
H 0.8810 -1.3293 -0.3219 0.014
H 1.5949 0.8011 2.6765 0.138
H -0.2195 0.5445 -2.3886 0.086
```

Results
HOMO energy (alpha / beta) ... -8.209 / -8.209 eV
Frontier orbital gap (alpha / beta) ... 8.71 / 8.71 eV
Molecular weight ... 135.16 g/mol

***

So which one wins? Going from most stable to least: version P, version Q.